Entry 1:
The following is a DFT calculation (the ωB97M-V functional and the def2-TZVPD basis) of a 21-piece molecular cluster, C21H84O21 overall at a distorted geometry.

## Properties
**Gap between HOMO and LUMO**: 9.711 eV

The geometry in XYZ format:
```
126
Properties=species:S:1:pos:R:3:mulliken_charge:R:1
O 2.158 3.491 -0.319 -0.44
O 0.322 -5.607 -4.255 -0.54
O 0.142 3.644 -4.504 -0.53
O 0.951 -5.080 2.622 -0.53
O 0.817 -0.727 -4.507 -0.46
O -1.862 -4.898 2.991 -0.62
O -0.830 -1.208 -2.206 0.03
O 4.691 4.057 -1.607 -0.42
O 1.176 -2.404 1.073 0.34
O 5.007 -0.305 -0.561 -0.57
O 1.354 -1.461 5.705 -0.47
O -2.310 4.748 -3.231 -0.60
O -5.213 -0.871 -1.295 -0.36
O -0.412 -0.506 0.454 0.29
O 1.957 2.595 2.303 -0.58
O -0.722 -5.882 -1.486 -0.54
O -3.586 0.807 0.192 -0.30
O -4.030 3.468 0.737 -0.42
O 4.968 -0.871 2.257 -0.34
O -2.535 -0.440 4.752 -0.57
O -1.674 4.665 1.432 -0.37
C 2.351 -2.058 0.301 -0.14
C 2.277 -5.636 2.626 -0.69
C -5.379 3.788 1.031 -0.77
C 4.931 5.397 -1.991 -0.66
C -0.905 -4.896 -0.504 0.10
C -1.942 -3.496 2.927 -0.16
C -6.539 -0.405 -1.658 -0.74
C -3.533 0.164 1.479 -0.17
C -0.301 -4.554 -4.981 -0.30
C 0.313 -0.456 -5.831 -0.73
C 2.652 1.392 2.627 -0.27
C 1.818 -2.132 4.524 -0.18
C -2.093 -1.541 -2.781 -0.64
C 0.900 4.022 -0.735 -0.67
C 5.695 -2.103 2.314 -0.73
C -1.231 0.090 4.538 -0.02
C 4.152 0.678 -1.194 -0.15
C 1.347 2.995 -4.161 -0.20
C -2.821 4.392 -1.952 -0.15
C -0.460 0.897 0.658 -0.12
C -1.411 4.344 2.796 -0.34
H -0.280 0.472 -5.868 0.25
H 3.898 4.046 -1.084 0.34
H -5.982 4.016 0.143 0.25
H 2.663 -1.043 0.629 -0.28
H 1.032 4.603 -1.661 0.38
H -0.046 -5.731 -3.371 0.34
H 1.905 2.708 -5.052 0.42
H -1.951 -3.016 1.913 -0.05
H -1.223 3.293 2.988 -0.09
H -2.258 4.877 -1.175 0.20
H -1.340 -4.777 -5.278 0.28
H 2.160 -6.516 3.247 0.33
H 2.076 3.169 0.592 0.25
H 5.787 -2.277 3.401 0.25
H 0.573 -1.631 1.001 0.11
H -0.346 -1.280 -6.140 0.26
H -2.519 -0.285 1.520 -0.18
H 2.860 -1.828 4.242 0.24
H -6.393 0.538 -2.135 0.26
H 5.028 -0.552 1.345 0.36
H 1.172 -1.850 3.701 -0.23
H 3.789 0.297 -2.159 0.24
H 1.690 -3.204 4.690 0.41
H -5.222 -1.807 -1.095 0.25
H -0.621 -0.193 5.402 0.28
H 2.174 -2.142 -0.791 0.27
H 1.051 2.078 -3.658 -0.11
H 0.214 4.135 -5.319 0.24
H -2.827 3.308 -1.780 0.03
H 3.103 -2.761 0.617 0.12
H 4.612 1.636 -1.469 0.35
H -0.167 -3.556 -4.567 -0.05
H -4.256 0.376 -0.371 0.10
H -6.984 -1.116 -2.319 0.31
H -1.237 1.193 4.454 0.22
H 1.606 2.998 3.107 0.22
H 5.951 5.503 -2.396 0.23
H -2.792 -1.343 -1.993 0.00
H 4.163 5.769 -2.687 0.23
H 3.511 1.634 3.266 0.46
H -2.196 -2.588 -3.099 0.26
H 3.064 -4.971 3.042 0.19
H -1.106 -3.059 3.496 0.04
H -4.303 -0.618 1.583 0.38
H -7.122 -0.204 -0.764 0.28
H -1.404 4.424 -3.368 0.32
H 0.526 1.401 0.604 -0.17
H 1.119 -0.407 -6.554 0.38
H -0.159 -4.934 0.296 -0.08
H -1.208 1.366 0.006 0.10
H -2.190 4.780 3.416 0.32
H 1.894 3.658 -3.500 0.17
H -5.354 4.724 1.571 0.32
H -3.860 4.670 -1.885 0.25
H 5.186 -2.976 1.867 0.20
H -0.701 -0.789 -0.436 -0.29
H -0.142 -1.131 -2.885 0.13
H 5.905 -0.067 -0.786 0.29
H -2.546 4.334 1.196 0.36
H -2.891 -3.212 3.384 0.34
H 2.987 0.981 1.674 -0.06
H -1.820 -5.010 0.063 0.33
H 1.858 -1.773 6.474 0.27
H 0.479 4.706 -0.002 0.35
H -3.927 2.498 0.571 0.37
H -2.370 -0.972 -3.680 0.31
H 3.257 0.829 -0.606 -0.10
H -0.808 -3.942 -0.988 0.00
H -0.867 1.040 1.663 -0.18
H -5.862 2.956 1.566 0.26
H 4.912 5.970 -1.063 0.29
H 1.710 -0.360 -4.354 0.19
H -0.905 -5.087 2.958 0.55
H 0.164 3.239 -0.980 0.07
H 0.969 -4.243 2.077 0.15
H -0.458 4.814 3.016 0.24
H -3.592 0.905 2.300 0.11
H 1.974 0.618 3.033 0.12
H 2.612 -5.993 1.658 0.27
H -3.214 0.144 4.387 0.30
H -0.754 -0.280 3.631 -0.26
H -0.661 -6.756 -1.084 0.27
H 6.700 -2.053 1.902 0.37
H 0.341 -4.473 -5.863 0.26
```

=====

Entry 2:
The following is a DFT calculation (the ωB97M-V functional and the def2-TZVPD basis) of an isolated ion of composition C8H12N and charge +1 at a distorted geometry.

## Properties
**Net charge**: +1
**Gap between HOMO and LUMO**: 6.716 eV

The geometry in XYZ format:
```
21
Properties=species:S:1:pos:R:3:nbo_charge:R:1
N 2.549 0.687 0.319 -0.39
C 2.000 -0.685 0.277 -0.26
C -2.835 0.491 -0.009 0.10
C 3.134 1.282 -0.643 0.12
C 0.466 -0.745 0.165 0.00
C -1.655 0.474 0.026 -0.10
C -0.222 0.391 0.120 -0.24
C -0.012 -2.103 -0.202 -0.65
C -4.180 0.879 0.202 -0.70
H -4.310 1.914 -0.305 0.25
H -4.976 0.320 -0.118 0.25
H -1.067 -2.356 0.181 0.27
H 2.551 -1.148 -0.651 0.23
H 2.722 1.114 1.218 0.44
H -4.323 1.252 1.252 0.25
H 0.778 -2.768 0.169 0.22
H 3.261 0.653 -1.570 0.22
H 3.689 2.249 -0.617 0.26
H 2.286 -1.110 1.311 0.26
H 0.090 1.431 0.174 0.22
H 0.052 -2.221 -1.299 0.24
```

=====

Entry 3:
The following is a DFT calculation (the ωB97M-V functional and the def2-TZVPD basis) of a 8-piece molecular cluster, C16H48O16 overall.

## Properties
**Gap between HOMO and LUMO**: 10.002 eV

The geometry in XYZ format:
```
80
Properties=species:S:1:pos:R:3:mulliken_charge:R:1
O -6.053 4.116 3.260 -0.54
O -3.502 2.709 3.957 -0.61
O -2.883 0.237 2.680 -0.49
O -5.781 -0.403 1.884 -0.59
O 1.051 -3.917 1.257 -0.51
O -2.602 -2.699 -3.891 -0.57
O -1.212 1.354 0.777 -0.43
O 1.052 -1.055 -0.643 -0.14
O -1.038 4.159 0.887 -0.60
O 2.608 -0.236 -2.878 -0.32
O 4.048 2.193 -3.920 -0.55
O 4.923 -4.063 -1.586 -0.60
O -0.567 -1.230 -4.678 -0.59
O -0.651 6.613 2.725 -0.52
O 6.463 -1.833 -0.866 -0.56
O 2.483 -5.210 3.453 -0.51
C 0.310 5.652 2.304 -0.67
C -1.333 -3.196 -3.456 -0.53
C -3.417 -0.968 2.148 -0.55
C 5.551 -1.776 -1.946 -0.56
C -4.574 -0.700 1.196 -0.03
C -0.020 -0.604 0.182 -0.45
C -0.342 -2.042 -3.533 0.70
C -0.289 4.284 2.114 -0.03
C -3.798 3.413 2.769 0.60
C 2.850 1.576 -4.395 -0.84
C 2.468 -3.876 1.428 0.25
C -0.308 0.840 -0.187 -0.46
C 2.905 -3.999 2.867 -0.80
C -5.245 3.360 2.382 -0.48
C 2.010 1.013 -3.278 0.18
C 4.425 -2.758 -1.825 0.79
H 1.093 5.595 3.059 0.35
H 4.167 -4.651 -1.513 0.32
H -3.798 -1.529 3.004 0.44
H 0.649 1.367 -0.168 0.26
H 3.162 -5.883 3.359 0.31
H 2.871 -4.707 0.849 0.10
H 4.616 1.476 -3.629 0.31
H 0.999 0.794 -3.639 0.22
H 1.986 1.691 -2.421 0.16
H 0.482 3.511 2.098 0.34
H -4.300 0.135 0.542 0.16
H 1.343 -1.899 -0.278 -0.02
H -3.159 3.078 1.940 -0.35
H -5.349 3.740 1.359 0.32
H -3.470 1.766 3.735 0.44
H 0.770 5.997 1.372 0.31
H -2.635 -1.540 1.640 0.06
H 3.999 -3.906 2.867 0.38
H -1.406 -3.530 -2.417 0.29
H 5.079 -0.790 -2.028 0.18
H 2.505 -3.166 3.449 0.36
H -0.425 -1.385 -2.662 -0.48
H -0.932 4.042 2.968 0.18
H 3.723 -2.438 -1.039 -0.42
H -5.555 -0.017 2.735 0.27
H 1.995 -0.651 -2.260 0.21
H 0.678 -2.426 -3.569 0.09
H 0.218 -0.669 1.247 0.52
H -6.373 3.535 3.953 0.32
H -0.882 -1.246 -0.036 0.22
H -3.543 4.466 2.944 0.32
H -1.186 6.865 1.968 0.31
H 6.293 -1.094 -0.277 0.33
H 3.858 -2.719 -2.766 0.19
H -1.131 2.321 0.804 0.08
H -4.745 -1.600 0.601 0.39
H -1.015 -4.004 -4.118 0.37
H -3.155 -3.449 -4.125 0.30
H 0.603 -3.453 1.972 0.29
H 3.074 0.768 -5.097 0.31
H -2.261 0.613 2.035 0.45
H -1.774 4.774 0.963 0.28
H 2.849 -2.934 1.008 0.10
H 6.078 -1.936 -2.890 0.36
H 2.275 2.331 -4.931 0.38
H -0.739 0.858 -1.192 0.25
H -1.489 -1.366 -4.928 0.35
H -5.572 2.313 2.322 0.08
```

=====

Entry 4:
The following is a DFT calculation (the ωB97M-V functional and the def2-TZVPD basis) of a 2-piece molecular cluster, C5H12N3O overall at a distorted geometry.

## Properties
**Net charge**: +1
**Gap between HOMO and LUMO**: 9.222 eV

The geometry in XYZ format:
```
21
Properties=species:S:1:pos:R:3:nbo_charge:R:1
O 1.766 -0.438 0.589 -0.74
N -0.652 -1.871 0.522 -0.68
N -1.062 0.735 1.578 -0.82
N -1.666 2.330 -0.136 -0.67
C 0.124 -0.399 -1.246 -0.51
C 1.099 0.392 -0.256 0.32
C 1.555 1.664 -0.308 -0.51
C -1.482 1.491 0.717 0.71
C -0.145 -1.795 -0.840 -0.25
H -0.628 0.855 2.437 0.44
H 0.030 -2.121 1.151 0.44
H 2.245 1.931 0.492 0.19
H 2.418 0.166 1.150 0.51
H -0.952 -0.906 0.725 0.47
H 0.659 -0.351 -2.201 0.28
H 0.843 -2.220 -0.696 0.24
H -0.631 -2.449 -1.527 0.25
H -1.471 -2.487 0.666 0.44
H -2.507 2.620 -0.484 0.42
H -0.735 0.378 -1.375 0.25
H 1.193 2.473 -0.958 0.24
```

=====

Entry 5:
The following is a DFT calculation (the ωB97M-V functional and the def2-TZVPD basis) of a 16-piece molecular cluster, C4H30BO23 overall at a distorted geometry.

## Properties
**Net charge**: -1
**Gap between HOMO and LUMO**: 10.174 eV

The geometry in XYZ format:
```
58
Properties=species:S:1:pos:R:3:nbo_charge:R:1
O 4.170 -0.739 -3.053 -0.95
O 1.227 3.279 2.580 -0.94
O 0.866 -1.569 1.206 -0.64
O 4.344 0.226 1.383 -0.98
O 2.572 -2.286 6.171 -0.95
O -4.181 -2.065 -4.510 -0.92
O -2.494 -3.985 -1.490 -0.96
O 1.360 2.776 -4.611 -0.95
O -0.567 0.234 1.088 -0.66
O -0.597 0.758 3.247 -0.61
O -0.827 -1.450 -0.638 -0.63
O -3.542 0.489 2.883 -0.95
O 1.255 0.041 -2.932 -0.60
O -1.059 -4.231 -4.353 -0.96
O -2.416 3.654 3.929 -0.95
O -1.173 -1.654 -2.856 -0.58
O -1.497 3.106 1.394 -0.97
O 1.030 -0.078 -0.717 -0.67
O -2.590 1.227 -3.602 -0.93
O 2.806 2.129 0.194 -0.95
O 0.969 -2.253 -4.743 -0.97
O -0.909 0.867 5.990 -0.97
O 1.388 -1.415 3.386 -0.56
C -0.228 0.050 2.357 0.71
C 0.680 -0.338 -1.944 0.69
C -0.589 -1.211 -1.897 0.69
C 0.801 -1.056 2.410 0.68
B 0.124 -0.701 0.245 1.20
H 1.521 -1.862 -5.428 0.48
H 1.294 2.459 3.087 0.47
H -4.906 -1.615 -4.958 0.46
H -1.861 -3.821 -0.783 0.46
H -2.932 1.033 2.363 0.49
H 1.731 -2.233 6.634 0.46
H 4.570 -0.919 -2.194 0.47
H 3.932 1.053 1.029 0.50
H 3.067 2.480 -0.665 0.48
H 0.614 3.179 -4.153 0.47
H 1.799 2.242 -3.936 0.48
H 1.734 3.918 3.090 0.47
H 3.625 -0.413 1.420 0.46
H 0.554 -1.497 -4.299 0.50
H 1.894 1.840 0.072 0.49
H -0.536 0.036 6.297 0.47
H -0.776 2.514 1.609 0.47
H -1.693 3.179 4.365 0.49
H -2.062 -3.639 -2.287 0.49
H -1.823 3.413 2.266 0.49
H -1.160 0.696 5.066 0.49
H -2.523 4.462 4.442 0.48
H 3.224 -0.886 -2.918 0.48
H -1.759 0.858 -3.293 0.47
H -3.455 0.821 3.782 0.46
H -3.424 -1.480 -4.611 0.46
H -2.839 0.663 -4.339 0.46
H -0.741 -4.850 -3.687 0.46
H -0.386 -3.529 -4.384 0.50
H 2.395 -1.904 5.300 0.49
```

=====

Number 1: E -66128.75686 eV. Number 2: E -9970.05883 eV. Number 3: E -50126.48795 eV. Number 4: E -11888.75340 eV. Number 5: E -52413.13697 eV.